1.
Density functional theory data (the ωB97M-V functional and the def2-TZVPD basis) for C54H46ClN3O4P2RuSe2Te as an isolated structure.

```
114
Properties=species:S:1:pos:R:3:forces:R:3
Ru -1.201420 -0.720841 -0.820695 -0.30 0.13 0.24
Te 2.960209 2.043512 -0.304730 -0.02 0.04 -0.03
C 3.442229 3.677762 0.934904 0.01 0.04 0.04
C 4.749104 4.153252 0.980564 0.00 -0.01 0.01
C 5.050590 5.222557 1.809129 0.00 0.00 -0.01
N 4.160274 5.842262 2.582328 0.00 0.00 0.00
C 2.909053 5.387245 2.522411 -0.01 0.00 0.00
C 2.503989 4.327042 1.726777 -0.01 -0.01 -0.01
C 1.199129 1.375567 0.669526 0.16 -0.32 -0.32
P 1.716073 -0.002516 1.494247 -0.26 0.29 0.09
C 0.588179 -0.830800 2.632627 0.08 0.07 0.12
C 0.930458 -2.086080 3.139132 0.04 -0.06 0.05
C 0.157769 -2.674481 4.121739 0.00 0.00 -0.01
C -0.951114 -2.004921 4.629538 0.00 -0.01 -0.01
C -1.277189 -0.749221 4.150742 -0.02 -0.02 -0.02
C -0.510401 -0.164158 3.150466 -0.09 -0.03 -0.08
C 3.143597 0.332185 2.548764 0.02 0.02 -0.02
C 4.279349 -0.470012 2.571146 0.00 0.00 0.01
C 5.325296 -0.164816 3.429688 -0.01 0.00 -0.01
C 5.241542 0.936936 4.269263 0.00 0.00 0.00
C 4.101768 1.728763 4.262112 -0.01 0.01 0.00
C 3.052298 1.422193 3.411683 0.01 -0.01 0.00
P -0.377670 1.377376 -0.294840 -0.04 0.21 0.03
C -1.462186 2.502760 0.717648 0.11 0.06 0.05
C -2.648560 2.951971 0.134197 -0.01 0.02 -0.03
C -3.487590 3.819431 0.813216 -0.01 -0.01 -0.02
C -3.162537 4.257829 2.092091 0.03 -0.02 0.02
C -1.983746 3.825740 2.679653 -0.04 0.02 0.00
C -1.140432 2.961829 1.989229 0.07 0.00 -0.06
C 0.057868 2.749257 -1.494367 0.00 0.15 0.05
C 0.156648 4.074748 -1.044873 0.00 -0.19 -0.05
C 0.591026 5.088632 -1.880630 -0.01 0.00 0.00
C 0.927699 4.810642 -3.199226 0.01 0.07 -0.01
C 0.834402 3.511552 -3.661727 -0.02 -0.11 -0.04
C 0.411616 2.494004 -2.811645 0.05 0.04 0.11
H 5.537865 3.691322 0.398116 -0.01 -0.01 0.00
H 6.069138 5.594834 1.860181 0.00 0.01 0.00
H 2.183277 5.901107 3.145590 0.01 0.00 0.00
H 1.470888 4.006033 1.727363 -0.03 -0.02 0.02
H 1.803200 -2.613646 2.768339 -0.02 0.02 0.00
H 0.417774 -3.657937 4.491711 0.00 0.00 0.00
H -1.562195 -2.470025 5.392686 0.01 0.00 0.00
H -2.146952 -0.227284 4.525934 -0.01 -0.01 -0.02
H -0.793392 0.802886 2.762368 0.01 -0.11 0.03
H 4.353741 -1.320355 1.907877 0.01 0.00 -0.01
H 6.211873 -0.786110 3.436476 0.00 0.00 0.00
H 6.064676 1.179362 4.929482 0.00 0.00 0.00
H 4.031971 2.592781 4.910618 0.00 0.00 0.00
H 2.165093 2.042901 3.396453 0.00 0.00 -0.01
H -2.929425 2.585392 -0.846686 0.00 -0.01 -0.02
H -4.406886 4.147668 0.343872 0.00 0.00 0.00
H -3.824281 4.930017 2.624398 0.00 0.00 0.00
H -1.712561 4.163628 3.672996 0.00 0.00 0.00
H -0.208699 2.641394 2.441194 0.03 0.09 -0.02
H -0.087161 4.323050 -0.023984 -0.06 0.03 0.08
H 0.667321 6.100308 -1.500464 0.00 -0.01 0.02
H 1.261608 5.604665 -3.856696 0.00 -0.01 0.00
H 1.089717 3.269863 -4.686549 0.01 -0.01 0.01
H 0.402557 1.473212 -3.145901 0.01 -0.07 -0.08
C -1.810106 -5.028427 -1.882121 0.11 -0.01 -0.17
C -1.436624 -3.690027 -1.920363 -0.03 0.30 -0.02
N -1.882337 -2.758476 -1.082828 -0.01 -0.39 -0.05
C -2.760838 -3.170139 -0.099302 0.03 0.22 0.10
C -3.208610 -4.522520 -0.016189 -0.02 -0.06 -0.01
C -2.718563 -5.445419 -0.919790 -0.10 0.01 0.14
C -4.152136 -4.863790 1.010667 0.01 -0.09 -0.05
C -4.623806 -3.933886 1.857573 -0.03 0.06 0.04
C -4.191171 -2.558885 1.787805 0.07 -0.08 -0.09
C -4.728649 -1.579195 2.590588 -0.04 -0.07 0.08
C -4.270838 -0.263963 2.425018 0.10 0.18 0.01
C -3.259661 -0.016417 1.523429 0.00 0.05 0.07
N -2.663158 -0.928721 0.746687 -0.14 -0.37 -0.12
C -3.195185 -2.213911 0.821283 -0.06 -0.09 0.07
H -1.409271 -5.705379 -2.623826 0.00 0.00 -0.01
H -0.737859 -3.341317 -2.666895 0.04 0.09 -0.06
H -3.052455 -6.476246 -0.866450 0.00 0.00 0.00
H -4.488784 -5.892903 1.076816 0.01 0.00 -0.01
H -5.355454 -4.195898 2.614316 0.00 0.01 0.00
H -5.498444 -1.825054 3.312814 0.00 -0.03 -0.01
H -4.677971 0.557741 2.998674 0.02 0.03 -0.01
H -2.884918 0.982695 1.431515 -0.02 0.12 0.01
O -2.488297 -2.336203 -4.306260 0.02 0.02 0.11
C -2.536106 -1.254723 -5.199837 0.03 0.02 -0.02
C -1.657610 -0.041641 -4.847404 -0.02 0.01 0.01
C -1.584714 0.742449 -6.175229 -0.02 0.04 0.00
O -0.945805 2.008988 -6.089624 -0.02 0.04 0.00
C -0.203374 -0.422665 -4.508280 0.01 -0.06 -0.06
Se 0.443987 -0.965460 -2.713662 0.12 -0.10 -0.06
C -2.355136 0.870313 -3.827422 0.03 -0.02 -0.02
Se -3.080413 0.080752 -2.182740 0.08 0.07 0.01
H -2.774078 -1.982611 -3.442650 0.03 -0.03 0.01
H -3.570522 -0.899862 -5.325286 0.00 0.02 0.00
H -2.211532 -1.651440 -6.168277 0.02 0.00 -0.01
H -2.603006 0.858577 -6.572935 0.01 0.01 0.00
H -1.003479 0.170503 -6.902353 0.00 -0.01 0.00
H -1.354621 2.501604 -5.368180 0.02 -0.03 -0.01
H 0.416867 0.423598 -4.807462 0.03 -0.01 0.03
H 0.081852 -1.252898 -5.158748 -0.04 -0.03 0.03
H -3.235497 1.304880 -4.314738 -0.01 0.00 0.00
H -1.702128 1.693092 -3.535871 -0.06 -0.05 0.01
Cl 4.537772 -7.014960 -1.901490 -0.03 0.05 0.02
C 3.685955 -5.620724 -1.298226 -0.01 0.00 -0.01
C 2.307312 -5.678844 -1.156456 0.05 -0.01 -0.01
C 1.634348 -4.569483 -0.679049 0.08 0.13 0.07
C 2.343365 -3.417518 -0.339049 0.20 -0.20 -0.15
C 3.727597 -3.371950 -0.498703 -0.14 -0.02 0.02
C 4.405015 -4.478515 -0.980383 -0.01 -0.03 -0.02
C 1.580272 -2.259918 0.153151 -0.45 0.18 -0.02
O 2.359077 -1.240935 0.596628 -0.01 -0.38 0.08
O 0.371523 -2.226512 0.199330 0.44 0.27 -0.05
H 1.770830 -6.577741 -1.426260 0.00 0.00 0.00
H 0.556718 -4.580330 -0.576648 0.03 0.00 0.01
H 4.267518 -2.463581 -0.270392 -0.01 0.01 0.01
H 5.476681 -4.458368 -1.120377 0.00 0.00 0.00
```
Forces are in eV/Å.

As for the total charge: -1. Its HOMO energy (spin up / spin down) is -2.1 / -3.8 eV. The calculation puts the energy relative to the best compared isomer or geometry (same formula, charge and spin) at 0.0 kJ/mol. Its spin multiplicity is 2. The orbital gap (spin up / spin down) is 3.913 / 5.646 eV. The expectation value of S² is 0.78.



2.
Density functional theory data (the ωB97M-V functional and the def2-TZVPD basis) for C54H48N4O2PPtSTe as an isolated structure.

```
112
Properties=species:S:1:pos:R:3:forces:R:3
Pt -1.447997 -0.005577 0.431032 0.58 0.43 -0.22
N -3.236048 -0.886378 0.853521 -0.26 -0.02 0.12
C -4.381670 -0.025481 1.109454 0.07 0.10 -0.05
C -5.625918 -0.574372 1.373966 -0.02 0.04 0.01
C -6.709455 0.270112 1.553371 -0.02 0.00 0.01
C -6.554843 1.648405 1.456013 0.00 0.01 0.00
C -5.307598 2.188464 1.194884 0.02 0.02 0.00
C -4.205031 1.351532 1.038049 -0.02 -0.18 0.04
P -2.515270 1.922350 0.711790 -0.25 0.13 0.01
C -2.735909 3.212175 -0.542309 0.16 0.00 -0.01
C -3.307118 2.844297 -1.760029 -0.01 -0.06 -0.08
C -3.411359 3.767862 -2.786618 -0.01 0.00 0.01
C -2.946407 5.064738 -2.605114 0.02 0.01 0.04
C -2.388673 5.438655 -1.391089 -0.02 0.00 -0.07
C -2.280835 4.515384 -0.360869 0.01 -0.03 0.08
C -1.924655 2.773917 2.200753 -0.02 -0.03 0.00
C -2.761714 3.100907 3.262420 -0.02 -0.03 -0.01
C -2.246224 3.722373 4.391692 0.04 0.02 -0.01
C -0.895584 4.026478 4.463159 -0.01 0.00 -0.01
C -0.054626 3.702875 3.405953 0.02 0.01 -0.02
C -0.564384 3.072705 2.283024 0.01 -0.01 0.02
H -3.052476 -1.535149 1.637810 0.00 -0.01 -0.06
H -3.424203 -1.468113 0.034523 -0.01 0.03 -0.02
H -5.746072 -1.649122 1.428051 0.01 -0.01 0.00
H -7.685408 -0.149707 1.756391 0.00 0.00 0.00
H -7.410329 2.298228 1.579058 0.00 0.00 0.00
H -5.184138 3.261221 1.102696 -0.01 0.00 0.00
H -3.651310 1.829247 -1.920654 0.00 -0.01 0.02
H -3.849870 3.473468 -3.730864 0.00 -0.01 0.00
H -3.019423 5.782895 -3.410934 0.00 0.00 0.00
H -2.032100 6.449446 -1.244407 0.00 0.00 0.00
H -1.836515 4.814822 0.579801 -0.01 -0.02 0.01
H -3.814788 2.857773 3.223482 -0.01 0.00 0.00
H -2.902344 3.965682 5.216593 0.00 0.00 0.00
H -0.495263 4.511320 5.343519 0.00 0.00 0.00
H 1.001308 3.934656 3.460035 0.00 0.00 0.01
H 0.097493 2.804600 1.467531 0.01 -0.02 -0.03
C 2.457591 -1.299747 5.471027 0.00 0.01 0.02
C 1.642709 -1.409648 4.211197 0.00 0.02 -0.03
C 0.617523 -2.343566 4.093024 0.00 -0.03 0.05
C -0.142195 -2.473818 2.936881 -0.01 -0.10 0.00
C -1.336931 -3.370710 2.919451 -0.01 0.10 0.27
O -2.431297 -2.933298 2.595357 0.02 -0.14 -0.01
C -1.193394 -4.771591 3.394292 -0.06 0.01 -0.07
C -2.338942 -5.466054 3.783327 0.02 0.00 -0.01
C -2.243144 -6.778546 4.207500 -0.01 0.00 0.01
C -1.005232 -7.410699 4.232612 0.01 0.01 0.00
C 0.136132 -6.729125 3.836187 0.00 0.01 0.00
C 0.044384 -5.408461 3.423356 0.02 -0.03 -0.01
C 0.125013 -1.662022 1.827666 0.00 0.03 0.00
O -0.543804 -1.814236 0.693935 -0.19 -0.49 -0.19
C 1.149120 -0.699828 1.942896 0.10 0.06 -0.02
C 1.895896 -0.599227 3.113183 0.00 -0.03 0.01
C 1.451557 0.113657 0.757750 0.05 0.00 0.18
N 0.500692 0.505859 -0.022155 0.00 0.18 -0.10
C 0.810743 0.886919 -1.415629 -0.04 -0.06 -0.04
C 0.414980 2.288967 -1.806185 -0.10 0.06 0.10
Te 0.786986 2.619759 -3.882135 -0.01 0.04 -0.05
C 2.880488 2.446173 -3.698269 0.12 -0.01 -0.02
C 3.661038 3.582121 -3.499722 -0.01 0.00 0.01
C 5.041054 3.472317 -3.388422 0.00 0.00 0.02
C 5.649154 2.228244 -3.466256 0.01 -0.02 0.00
C 4.877939 1.091291 -3.660904 0.00 0.01 -0.02
C 3.500000 1.200425 -3.786300 -0.04 -0.01 0.02
C 2.883188 0.401538 0.484934 0.03 0.03 -0.03
C 3.811661 -0.635824 0.477992 -0.02 0.01 0.02
C 5.149448 -0.368299 0.233864 0.03 0.01 -0.01
C 5.571224 0.937268 0.022808 -0.01 -0.03 0.00
C 4.653314 1.977570 0.048410 -0.01 0.01 0.00
C 3.312999 1.710373 0.273287 -0.02 0.00 -0.02
H 1.899524 -1.662869 6.333290 0.00 0.00 0.00
H 2.744148 -0.266842 5.667691 0.00 0.00 -0.01
H 3.374842 -1.888027 5.400940 0.00 0.00 0.00
H 0.384794 -2.980051 4.941110 0.01 0.02 -0.01
H -3.293329 -4.958222 3.749769 0.00 0.00 0.00
H -3.130620 -7.312978 4.518876 0.00 0.00 0.00
H -0.931573 -8.438743 4.562171 0.00 0.00 0.00
H 1.097006 -7.225662 3.848522 0.00 0.00 0.00
H 0.932774 -4.877845 3.107349 0.00 0.01 0.00
H 2.689808 0.138344 3.163051 0.00 0.00 0.02
H 0.240723 0.189727 -2.032776 0.04 0.05 0.03
H 1.868928 0.720584 -1.604891 0.02 0.00 -0.03
H 0.928126 3.060811 -1.232113 0.02 -0.01 -0.02
H -0.656292 2.434812 -1.708831 -0.10 0.02 0.05
H 3.191035 4.555431 -3.444039 0.00 0.02 0.00
H 5.641171 4.361825 -3.246330 0.00 0.01 0.00
H 6.725089 2.144864 -3.383100 0.01 0.00 0.00
H 5.349034 0.118787 -3.727200 0.00 -0.01 0.00
H 2.904048 0.312241 -3.959217 0.01 -0.01 0.03
H 3.479791 -1.649885 0.662614 0.01 -0.01 0.00
H 5.865716 -1.178923 0.217961 0.00 0.00 0.00
H 6.617529 1.144792 -0.158203 0.00 0.00 0.00
H 4.979880 2.996526 -0.110461 0.00 0.00 -0.01
H 2.595537 2.522085 0.293752 -0.01 -0.01 0.01
N -0.368330 -2.346374 -2.348507 -0.14 0.03 -0.18
C -1.138588 -1.612921 -3.165554 0.30 0.01 0.27
S -2.387066 -0.657853 -2.560313 -0.28 0.02 -0.06
N -0.842975 -1.595122 -4.477341 -0.04 -0.07 -0.05
C 0.303118 -2.201593 -5.074587 -0.03 0.03 0.01
C 1.298942 -1.388919 -5.600713 -0.02 0.00 -0.05
C 2.408463 -1.967805 -6.198371 0.00 0.01 0.02
C 2.530183 -3.349392 -6.251093 0.00 -0.02 0.00
C 1.532021 -4.155842 -5.722383 0.01 0.00 0.00
C 0.408145 -3.584972 -5.142299 0.03 0.02 0.01
H -0.535365 -2.288984 -1.354418 0.06 -0.08 0.14
H 0.409892 -2.883905 -2.693481 0.00 0.00 -0.03
H -1.390299 -0.945123 -5.020322 0.03 0.00 0.01
H 1.187682 -0.311671 -5.544260 0.01 -0.03 0.01
H 3.180856 -1.337945 -6.619255 0.01 0.01 -0.01
H 3.398448 -3.798528 -6.713758 0.01 0.00 -0.01
H 1.617729 -5.232764 -5.777980 0.00 0.00 0.00
H -0.393663 -4.201497 -4.755995 -0.01 -0.01 0.00
```
Forces are in eV/Å.

As for the total charge: +1. Its HOMO energy is -9.9 eV. The calculation puts the energy relative to the best compared isomer or geometry (same formula, charge and spin) at 0.0 kJ/mol. The orbital gap is 7.614 eV.